# C2H2INO2

A 3-piece molecular cluster, C2H2INO2 overall in a non-equilibrium geometry (the ωB97M-V functional and the def2-TZVPD basis, OMol25).

For the maximum force, the calculation gives 0.09100 hartree/bohr. As for the highest occupied orbital energy: -10.156 eV. The total energy is -580.29723 Ha. The relative energy (zero: lowest compared OMol25 entry of this formula, charge and spin) comes out at 32.74 kcal/mol.

Bonds (Å) are listed after each position.
Geometry (Å):
1 C 3.90 -0.62 -0.24  N3 1.174, O4 1.139
2 C 1.72 1.23 0.13  O5 1.141
3 N 3.92 0.40 0.33  C1 1.174, H8 1.034
4 O 4.22 -1.51 -0.88  C1 1.139
5 O 1.50 2.34 0.31  C2 1.141
6 I -8.98 -0.75 -0.61  H7 1.527
7 H -9.86 -1.94 -0.25  I6 1.527
8 H 3.58 0.84 1.20  N3 1.034